# 1
This record from the Open Molecules 2025 dataset describes a 2-piece molecular cluster, C6H12O4S2 overall at a distorted geometry. The level of theory is wB97M-V/def2-TZVPD.

The geometry in XYZ format:
```
24
Properties=species:S:1:pos:R:3
H -0.2332 0.3362 -2.8223
H 1.1912 1.4002 -2.6750
C 1.7799 -1.8588 -2.5478
H -1.1778 1.5892 1.1966
H 2.7069 -2.0349 -1.9973
C 0.2648 1.0755 -2.1988
O 1.2106 0.1879 3.9929
O 0.8484 -0.7061 -0.6197
H 1.2294 0.8707 2.0664
H 0.5101 -2.6676 -1.0282
H -3.6999 1.3725 3.5982
C -1.5676 1.1545 2.1778
H 1.9244 -0.9440 -3.1267
C 0.6120 -1.7372 -1.5903
C 0.5705 0.5899 -0.8091
O 0.6312 1.3687 0.1208
H -0.4176 1.9247 -2.1268
H -2.4110 -1.2480 3.0249
S -3.1427 2.1200 2.5488
H -0.3379 -1.5811 -2.1067
H 1.6224 -2.6864 -3.2428
C 0.6455 0.7693 3.0349
S -2.1000 -0.5947 1.8310
O -0.6595 1.2996 3.2992
```

As for the largest force on an atom: 0.0954 Eh/bohr. As for the structure (SMILES): CCOC(C)=O.O=COC(S)S. Its spin multiplicity is 1. For the energy above the lowest of the compared OMol25 structures with the same formula, charge and spin, the calculation gives 0.0 kJ/mol. The value obtained for the HOMO-LUMO gap is 0.337 hartree. Its HOMO energy is -8.763 eV.



# 2
This record from the Open Molecules 2025 dataset describes an isolated molecule of C6H12OS at a distorted geometry. The level of theory is wB97M-V/def2-TZVPD.

The geometry in XYZ format:
```
20
Properties=species:S:1:pos:R:3
H 0.5112 0.6767 -2.8799
H 0.5491 -0.8896 -2.0916
H -1.0932 1.3470 1.9510
H -2.6676 -0.8580 1.5279
H -2.3054 1.0495 0.6761
C 0.8878 -0.1089 0.7966
C 2.1673 0.1799 -0.0196
H 2.1399 -0.2352 -0.9760
H -0.8093 -0.5609 -3.0288
C -1.4747 0.5983 1.2653
C -0.7698 0.3928 -1.1342
H 2.1658 1.2411 -0.1803
H -0.1183 -1.7262 2.1757
C -0.4467 0.3389 0.1473
O -1.8760 -0.5808 1.9608
H -1.6734 0.9318 -1.3167
C -0.0535 -0.0955 -2.3508
H 3.0246 -0.1921 0.5489
H 1.0104 0.3997 1.6982
S 0.8318 -1.9084 1.2300
```

As for the largest force on an atom: 0.0566 Eh/bohr. As for the structure (SMILES): C/C=C(/CO)[C@H](C)S. Its spin multiplicity is 1. For the energy above the lowest of the compared OMol25 structures with the same formula, charge and spin, the calculation gives 141.0 kJ/mol. The value obtained for the HOMO-LUMO gap is 0.341 hartree. Its HOMO energy is -8.473 eV.



# 3
This record from the Open Molecules 2025 dataset describes an isolated molecule of C6H12OS at a distorted geometry. The level of theory is wB97M-V/def2-TZVPD.

The geometry in XYZ format:
```
20
Properties=species:S:1:pos:R:3
H 0.5142 1.8861 0.5664
O -0.6224 -0.2666 1.4586
H 2.1305 2.5008 0.3814
H 1.3082 2.0151 -1.1762
H 0.1637 -0.0107 -1.7479
H 0.3854 -2.5329 0.2383
H -0.6342 -2.4586 -1.1736
H -1.9914 1.8879 0.6937
H -2.2383 -0.6372 -1.1254
C -0.1307 -1.9336 -0.3535
H -3.2860 1.6257 -0.6716
C 0.4635 -0.5573 -0.6903
H 0.2988 0.0325 1.6483
S 2.0136 -0.1250 0.0032
C -0.7340 -0.5323 0.2008
C -2.2622 1.3506 -0.3358
C -2.0870 -0.2309 -0.2271
H -1.4169 1.7053 -0.9060
H -2.7025 -0.6035 0.7057
C 1.4555 1.6907 -0.1197
```

As for the largest force on an atom: 0.1127 Eh/bohr. As for the structure (SMILES): CC[C@@]1(O)C[C@@H]1SC. Its spin multiplicity is 1. For the energy above the lowest of the compared OMol25 structures with the same formula, charge and spin, the calculation gives 308.2 kJ/mol. The value obtained for the HOMO-LUMO gap is 0.338 hartree. Its HOMO energy is -8.448 eV.



# 4
This record from the Open Molecules 2025 dataset describes an isolated molecule of C6H12OS at a distorted geometry. The level of theory is wB97M-V/def2-TZVPD.

The geometry in XYZ format:
```
20
Properties=species:S:1:pos:R:3
H 0.6141 0.5625 1.0594
C 2.9656 1.3707 0.5875
S 2.4157 -0.0098 -0.1456
H 1.2003 -1.1154 1.3785
C -1.9230 0.8248 -0.9936
C 0.7221 -0.4977 0.5619
H -1.0805 1.4586 -0.7805
H 1.9176 -0.2166 -1.4578
C -2.7343 -0.7343 0.7419
C -1.7890 -0.3495 -0.0780
H -3.6869 -0.2330 0.8816
H 2.2219 2.2349 0.5945
C -0.4103 -1.0141 -0.2484
H -0.2503 -0.9485 -1.3199
H -0.5620 -2.0611 -0.0615
H -2.7699 1.4573 -0.9863
H -1.6844 0.5397 -2.0049
H -2.5067 -1.6232 1.4908
H 4.0580 1.4801 0.7585
O 3.2819 -1.1254 0.0221
```

As for the largest force on an atom: 0.1026 Eh/bohr. As for the structure (SMILES): C=C(C)CC[S@@H](=C)=O. Its spin multiplicity is 1. For the energy above the lowest of the compared OMol25 structures with the same formula, charge and spin, the calculation gives 500.7 kJ/mol. The value obtained for the HOMO-LUMO gap is 0.333 hartree. Its HOMO energy is -8.442 eV.



# 5
This record from the Open Molecules 2025 dataset describes an isolated molecule of C6H12OSi at a distorted geometry. The level of theory is wB97M-V/def2-TZVPD.

The geometry in XYZ format:
```
20
Properties=species:S:1:pos:R:3
H -4.5675 -0.3395 0.7687
H 1.2514 -2.4811 1.4789
H 1.5335 0.3263 -2.4349
C -3.8961 0.4622 0.2486
C -2.4779 0.3169 0.3339
H 2.6853 -1.4305 1.6267
H 1.7843 1.8202 -1.5257
H 2.1247 0.2149 2.1554
C 1.0695 1.0153 -1.7117
H -4.3773 1.4621 0.4932
H 2.6825 -2.8991 0.4450
Si 0.7107 0.1608 0.0398
O 1.5317 -1.2457 -0.1355
H 0.7902 1.1714 2.3691
C -1.3064 0.0415 0.3777
C 2.0759 -2.0059 0.9285
H 0.1932 1.5069 -2.1822
H -4.2869 0.3711 -0.7690
C 1.5283 0.9291 1.6322
H 2.0767 1.7778 1.2556
```

As for the largest force on an atom: 0.0751 Eh/bohr. As for the structure (SMILES): CC#C[Si](C)(C)OC. Its spin multiplicity is 1. For the energy above the lowest of the compared OMol25 structures with the same formula, charge and spin, the calculation gives 177.4 kJ/mol. The value obtained for the HOMO-LUMO gap is 0.384 hartree. Its HOMO energy is -9.519 eV.



# 6
This record from the Open Molecules 2025 dataset describes an isolated molecule of C6H12S at a distorted geometry. The level of theory is wB97M-V/def2-TZVPD.

The geometry in XYZ format:
```
19
Properties=species:S:1:pos:R:3
S 0.0065 -0.1289 -1.8557
C -0.7447 2.0999 -0.3384
H -0.2233 2.8317 -0.9775
H -0.9409 2.4786 0.6228
H 1.8383 -0.5004 1.5897
H 0.5264 -1.5303 2.2310
C -1.6171 -0.5400 1.1986
H -2.0654 -0.4945 0.2565
C -0.1607 -0.2495 0.9404
H 2.3023 -0.4970 -1.5531
H 1.6398 -1.7467 -2.7829
H -1.6443 1.7641 -1.0201
C 1.4520 -1.1550 -1.8440
H -1.8182 -1.6642 1.5564
C 0.7999 -0.7717 1.6558
H 1.1384 -1.8932 -1.1444
H 1.3070 0.9305 -0.2392
H -2.0274 0.1984 1.9412
C 0.2315 0.8682 -0.2371
```

As for the largest force on an atom: 0.0852 Eh/bohr. As for the structure (SMILES): C=C(C)[C@H](C)SC. Its spin multiplicity is 1. For the energy above the lowest of the compared OMol25 structures with the same formula, charge and spin, the calculation gives 176.2 kJ/mol. The value obtained for the HOMO-LUMO gap is 0.341 hartree. Its HOMO energy is -8.313 eV.



# 7
This record from the Open Molecules 2025 dataset describes a 2-piece molecular cluster, C6H12S overall at a distorted geometry. The level of theory is wB97M-V/def2-TZVPD.

The geometry in XYZ format:
```
19
Properties=species:S:1:pos:R:3
H 2.0389 -2.2814 0.6935
H -0.2419 2.3237 0.6472
H 1.5312 2.1058 0.4177
C 1.2862 -1.7500 0.2439
H -1.6564 -1.1825 -2.2334
C -1.5697 -0.2116 -1.7820
H 2.0825 0.1813 -0.3921
H 0.0416 -0.0751 1.7878
C 0.6994 1.9129 1.0250
H -0.5357 -0.2216 -1.5136
H -1.7034 -0.7249 0.3336
C -2.1371 -0.0610 -0.4455
H 0.9565 2.3322 2.0611
H 1.1775 -2.0851 -0.7838
C 0.6348 0.4018 1.0211
H 0.4331 -2.2029 0.7731
S -2.7725 1.1358 0.2820
H -1.6670 0.6899 -2.3599
C 1.4022 -0.2873 0.2243
```

As for the largest force on an atom: 0.0816 Eh/bohr. As for the structure (SMILES): C/C=C/C.CC=S. Its spin multiplicity is 1. For the energy above the lowest of the compared OMol25 structures with the same formula, charge and spin, the calculation gives 216.5 kJ/mol. The value obtained for the HOMO-LUMO gap is 0.318 hartree. Its HOMO energy is -8.421 eV.



# 8
This record from the Open Molecules 2025 dataset describes an isolated molecule of C6H12S at a distorted geometry. The level of theory is wB97M-V/def2-TZVPD.

The geometry in XYZ format:
```
19
Properties=species:S:1:pos:R:3
H 1.6801 -1.1400 -1.2983
H -0.2242 -2.1511 -0.2540
C 1.0641 0.8327 -1.2230
C -2.8289 -0.4800 -0.5730
S -1.4090 -0.1991 0.2636
H 1.6013 0.1990 1.4461
H 1.5775 1.7021 -0.8571
C 2.0596 -0.4410 0.6959
C -0.1626 -1.0979 -0.4908
H -1.6759 2.0805 -0.3775
C 1.1899 -0.4718 -0.5678
H -0.7030 1.8783 1.1996
H 3.0483 -0.0526 0.4575
H -1.3087 -0.3818 1.7722
H -2.9124 -1.5183 -0.8568
C -1.1043 1.4733 0.2954
H 0.4750 0.9183 -2.1136
H 2.1694 -1.4399 1.1129
H -3.7014 -0.0729 -0.0828
```

As for the largest force on an atom: 0.0990 Eh/bohr. Its spin multiplicity is 3. For the energy above the lowest of the compared OMol25 structures with the same formula, charge and spin, the calculation gives 514.6 kJ/mol. The value obtained for the HOMO-LUMO gap (alpha / beta) is 0.241 / 0.221 hartree. Its HOMO energy (alpha / beta) is -6.251 / -7.559 eV.



# 9
This record from the Open Molecules 2025 dataset describes an isolated molecule of C6H12SSi at a distorted geometry. The level of theory is wB97M-V/def2-TZVPD.

The geometry in XYZ format:
```
20
Properties=species:S:1:pos:R:3
H 0.2141 0.4775 2.9901
H -1.0578 -3.7038 0.5492
H -0.5594 0.9649 1.7520
C 0.4394 0.8161 2.0264
C -0.2785 0.4403 -1.7596
C 1.7108 0.4904 -0.1049
H -0.9256 -0.8290 0.0113
C -1.2591 0.8025 -2.8203
H 1.0646 1.8411 2.0877
H 1.9129 -0.1324 -0.9138
H -2.1709 1.0754 -2.2741
H -1.3118 0.0645 -3.5598
H -0.8478 1.6280 -3.4565
C 1.1044 -0.1996 1.1509
Si -1.1647 -2.3112 0.8651
H 1.8569 -0.6790 1.7546
S 0.5094 1.6660 -0.8211
C 0.3310 -1.4058 0.7041
H 2.7064 0.9978 0.1663
H -2.2745 -2.0037 1.6523
```

As for the largest force on an atom: 0.0745 Eh/bohr. Its spin multiplicity is 1. For the energy above the lowest of the compared OMol25 structures with the same formula, charge and spin, the calculation gives 728.9 kJ/mol. The value obtained for the HOMO-LUMO gap is 0.265 hartree. Its HOMO energy is -7.216 eV.



# 10
This record from the Open Molecules 2025 dataset describes C6H13AsO3S6V as an isolated structure. The level of theory is wB97M-V/def2-TZVPD.

The geometry in XYZ format:
```
30
Properties=species:S:1:pos:R:3
C 0.2380 2.3015 0.6027
H 2.5132 1.5226 2.8888
C -2.9997 -1.0420 -1.1442
S -4.1789 -0.9118 -2.3092
H -1.1000 0.7341 -1.9209
H 0.6788 3.0376 2.5317
S 1.8641 -4.5805 -0.5315
H -0.9421 2.3096 2.3800
O 0.5182 0.9855 2.6737
H -0.3765 -2.3278 -2.6642
S 1.6572 -1.0767 -0.9104
H -1.2598 2.4651 -1.5636
O -1.7201 -1.4144 -1.4973
C -0.6295 1.5769 -1.4318
C 0.1085 2.1886 2.1058
H 0.3503 1.7497 -1.8909
S -3.0733 -0.7741 0.5263
H 2.1429 0.5347 1.4318
S 4.1301 -2.4279 1.3199
H -1.3947 -1.1219 -3.5261
C -1.3805 -1.9289 -2.7938
V -0.4891 -1.2520 0.2779
As 2.2048 -2.7340 0.4748
H -2.0971 -2.6942 -3.0795
H -0.1844 3.2773 0.3188
H 2.1078 -0.2227 3.0101
O -0.4826 1.2798 -0.0547
C 1.8985 0.7033 2.4821
S 0.6102 -2.4385 2.0156
H 1.2856 2.2810 0.2781
```

As for the largest force on an atom: 0.0160 Eh/bohr. As for the total charge: -2. Its spin multiplicity is 4. For the energy above the lowest of the compared OMol25 structures with the same formula, charge and spin, the calculation gives 12.9 kJ/mol. The value obtained for the HOMO-LUMO gap (alpha / beta) is 0.197 / 0.200 hartree. Its HOMO energy (alpha / beta) is -0.936 / -1.006 eV.



Electronic energy values (in eV) by entry order: -36275.456 -19297.925 -19296.192 -19294.197 -16340.585 -17249.775 -17249.357 -17242.303 -25120.953 -164116.334.